# 1
{
  "formula": "C22H25ClN4O5Se2SiW",
  "method": "ωB97M-V/def2-TZVPD",
  "elements": ["W", "N", "C", "O", "C", "C", "H", "H", "H", "H", "H", "H", "O", "C", "O", "C", "C", "Cl", "N", "N", "C", "C", "O", "O", "C", "C", "C", "C", "C", "C", "H", "H", "H", "H", "H", "H", "C", "Si", "C", "C", "Se", "H", "H", "H", "H", "H", "H", "H", "H", "H", "Se", "C", "C", "C", "N", "C", "C", "H", "H", "H", "H"],
  "positions_angstrom": [[0.658, -0.350, -0.121], [0.165, -2.119, 2.709], [-0.553, -1.918, 1.632], [-0.707, -0.704, 1.272], [-0.592, -2.960, 0.536], [-0.233, -2.266, -0.778], [0.114, -1.391, 3.416], [0.140, -3.055, 3.096], [-1.582, -3.432, 0.500], [0.125, -3.739, 0.800], [-1.154, -2.121, -1.351], [0.428, -2.911, -1.353], [-0.569, 2.600, -5.138], [-1.723, 2.400, -4.519], [-2.773, 2.761, -4.980], [-1.673, 1.697, -3.199], [-2.780, 1.372, -2.418], [-4.423, 1.678, -2.656], [-2.348, 0.774, -1.278], [-1.008, 0.671, -1.298], [-0.598, 1.221, -2.431], [0.899, 1.099, -2.687], [1.432, 1.593, -3.665], [1.496, 0.384, -1.794], [-3.175, 0.157, -0.273], [-3.219, 0.729, 0.985], [-4.008, 0.127, 1.953], [-4.734, -1.018, 1.648], [-4.683, -1.566, 0.371], [-3.896, -0.973, -0.606], [0.215, 2.256, -4.632], [-2.642, 1.621, 1.193], [-4.054, 0.556, 2.946], [-5.351, -1.481, 2.407], [-5.252, -2.456, 0.136], [-3.837, -1.383, -1.606], [5.275, -2.250, -1.356], [4.868, -1.948, 0.426], [5.753, -0.486, 1.136], [5.013, -3.463, 1.484], [2.669, -1.461, 0.489], [6.302, -2.605, -1.485], [5.156, -1.322, -1.919], [4.593, -2.989, -1.777], [6.835, -0.653, 1.150], [5.419, -0.306, 2.159], [5.550, 0.408, 0.546], [6.059, -3.774, 1.566], [4.437, -4.291, 1.069], [4.640, -3.247, 2.487], [1.337, 1.695, 1.307], [-0.114, 2.936, 1.306], [-0.564, 3.440, 2.526], [-1.622, 4.335, 2.556], [-2.269, 4.767, 1.474], [-1.822, 4.304, 0.306], [-0.769, 3.413, 0.172], [-0.098, 3.130, 3.452], [-1.971, 4.722, 3.508], [-2.332, 4.669, -0.580], [-0.451, 3.122, -0.818]],
  "mulliken_charge": [0.59, -0.19, 0.35, -0.34, -0.69, -1.14, 0.27, 0.26, 0.33, 0.45, 0.30, 0.54, -0.54, 0.42, -0.58, 0.44, -0.21, -0.13, 0.52, 0.24, -0.44, 1.03, -0.85, -0.58, -0.33, 0.19, -0.79, -0.58, -0.78, -0.05, 0.43, 0.16, 0.46, 0.43, 0.40, 0.48, -1.00, 0.36, -0.98, -1.00, 0.19, 0.36, 0.29, 0.29, 0.35, 0.29, 0.30, 0.37, 0.29, 0.29, -0.27, 0.20, -0.44, -0.39, -0.68, -0.35, -0.23, 0.39, 0.36, 0.46, 0.45],
  "homo_lumo_gap_ev": [6.2229, 7.4003],
  "total_energy_ev": -192337.9838,
  "s2": 2.016,
  "multiplicity": 3
}


# 2
{
  "formula": "C22H25F2N3O4S",
  "method": "ωB97M-V/def2-TZVPD",
  "elements": ["O", "C", "C", "C", "N", "C", "O", "C", "C", "C", "N", "S", "O", "O", "C", "C", "C", "C", "F", "C", "C", "C", "C", "N", "C", "C", "C", "C", "C", "F", "C", "C", "H", "H", "H", "H", "H", "H", "H", "H", "H", "H", "H", "H", "H", "H", "H", "H", "H", "H", "H", "H", "H", "H", "H", "H", "H"],
  "positions_angstrom": [[1.879, -0.205, 4.315], [0.935, -0.358, 3.569], [-0.498, -0.489, 4.065], [-1.175, 0.883, 4.118], [-1.342, 1.421, 2.788], [-1.263, 2.735, 2.493], [-1.076, 3.601, 3.318], [-1.419, 3.026, 0.992], [-0.200, 2.425, 0.268], [-0.433, 2.177, -1.224], [-1.715, 1.559, -1.491], [-1.815, -0.059, -1.066], [-3.197, -0.428, -1.091], [-1.085, -0.384, 0.143], [-0.991, -0.818, -2.460], [-1.389, -0.415, -3.722], [-0.827, -1.009, -4.838], [0.116, -2.008, -4.649], [0.661, -2.591, -5.727], [0.513, -2.425, -3.390], [-0.050, -1.815, -2.281], [-2.820, 2.374, -1.020], [-2.776, 2.499, 0.499], [1.065, -0.407, 2.225], [2.349, -0.234, 1.583], [2.621, -1.316, 0.578], [2.337, -2.642, 0.889], [2.583, -3.652, -0.022], [3.127, -3.318, -1.249], [3.359, -4.296, -2.153], [3.422, -2.010, -1.588], [3.159, -1.013, -0.666], [-0.468, -0.902, 5.073], [-1.068, -1.156, 3.417], [-2.154, 0.784, 4.606], [-0.576, 1.594, 4.692], [-1.506, 0.753, 2.049], [-1.405, 4.113, 0.867], [0.058, 1.472, 0.724], [0.650, 3.097, 0.395], [-0.404, 3.115, -1.787], [0.338, 1.510, -1.619], [-2.134, 0.358, -3.813], [-1.110, -0.720, -5.837], [1.239, -3.215, -3.295], [0.231, -2.105, -1.281], [-2.746, 3.349, -1.508], [-3.740, 1.880, -1.333], [-2.984, 1.506, 0.902], [-3.565, 3.169, 0.844], [0.268, -0.560, 1.621], [3.094, -0.260, 2.387], [2.405, 0.749, 1.099], [1.924, -2.881, 1.857], [2.369, -4.684, 0.208], [3.847, -1.788, -2.554], [3.386, 0.013, -0.915]],
  "mulliken_charge": [-0.70, 0.69, -0.75, -0.82, 0.04, 0.14, -0.70, 0.33, 0.47, -1.34, 0.18, 1.27, -0.74, -0.68, -0.47, -0.42, -0.74, 0.32, -0.33, -0.76, 0.17, -1.24, -0.67, 0.27, -1.17, 0.56, -0.26, -0.71, 0.29, -0.41, -0.48, -0.33, 0.40, 0.29, 0.33, 0.52, -0.04, 0.46, -0.76, 0.69, 0.40, 0.43, 0.44, 0.46, 0.55, 0.46, 0.51, 0.45, 0.31, 0.48, 0.06, 0.48, 0.33, 0.39, 0.45, 0.45, 0.41],
  "smiles": "O=C(CCNC(=O)C1CCN(S(=O)(=O)c2ccc(F)cc2)CC1)NCc1ccc(F)cc1",
  "homo_lumo_gap_ev": 9.5003,
  "total_energy_ev": -52151.5672,
  "multiplicity": 1
}


# 3
{
  "formula": "C22H25F2O2Si",
  "method": "ωB97M-V/def2-TZVPD",
  "elements": ["C", "C", "C", "F", "C", "C", "C", "C", "C", "C", "F", "C", "C", "C", "C", "C", "C", "H", "H", "H", "H", "H", "H", "H", "H", "H", "H", "H", "H", "H", "C", "Si", "C", "C", "O", "C", "C", "C", "C", "O", "H", "H", "H", "H", "H", "H", "H", "H", "H", "H", "H", "H"],
  "positions_angstrom": [[4.471, 4.143, 1.318], [3.228, 3.351, 1.135], [2.010, 3.938, 1.463], [2.005, 5.273, 1.780], [0.814, 3.262, 1.454], [0.748, 1.951, 0.886], [-0.481, 1.250, 0.672], [-1.741, 1.933, 0.706], [-1.844, 3.299, 0.308], [-3.008, 4.000, 0.539], [-3.018, 5.350, 0.313], [-4.174, 3.415, 1.023], [-5.404, 4.224, 1.198], [-4.099, 2.053, 1.348], [-2.931, 1.323, 1.192], [1.986, 1.350, 0.553], [3.181, 2.036, 0.648], [5.336, 3.557, 1.004], [4.432, 5.069, 0.727], [4.610, 4.429, 2.372], [-0.078, 3.743, 1.847], [-0.483, 0.175, 0.890], [-0.990, 3.807, -0.134], [-6.198, 3.581, 1.585], [-5.265, 5.062, 1.893], [-5.734, 4.640, 0.239], [-4.990, 1.572, 1.753], [-2.889, 0.275, 1.499], [1.980, 0.325, 0.205], [4.106, 1.550, 0.349], [2.433, -5.430, -2.844], [1.365, -5.237, -1.340], [-0.331, -5.924, -1.642], [2.305, -5.795, 0.164], [1.199, -3.510, -1.032], [0.305, -2.572, -1.158], [-1.091, -2.543, -1.360], [-1.425, -1.186, -1.455], [-0.294, -0.432, -1.239], [0.768, -1.316, -1.151], [2.887, -6.431, -2.836], [1.842, -5.326, -3.760], [3.235, -4.683, -2.848], [-0.353, -6.991, -1.386], [-1.098, -5.406, -1.051], [-0.594, -5.827, -2.705], [2.590, -6.855, 0.122], [3.224, -5.199, 0.254], [1.697, -5.629, 1.059], [-1.720, -3.427, -1.452], [-2.432, -0.812, -1.601], [-0.094, 0.598, -1.507]],
  "mulliken_charge": [-1.41, 0.78, 0.34, -0.32, -0.79, 0.84, -1.19, 1.05, -1.01, 0.42, -0.33, 0.78, -1.41, -0.70, -0.64, -0.73, -0.91, 0.38, 0.33, 0.33, 0.80, 0.77, 0.75, 0.38, 0.33, 0.33, 0.32, 0.42, 0.53, 0.37, -0.98, 0.32, -1.06, -0.97, -0.47, 0.86, -0.18, -0.96, -0.66, -0.30, 0.34, 0.31, 0.31, 0.38, 0.29, 0.31, 0.34, 0.30, 0.30, 0.31, 0.51, 0.90],
  "homo_lumo_gap_ev": 5.2873,
  "total_energy_ev": -40620.9371,
  "charge": 1,
  "multiplicity": 1
}


# 4
{
  "formula": "C22H25F5MnNO2Te",
  "method": "ωB97M-V/def2-TZVPD",
  "elements": ["C", "C", "C", "H", "C", "C", "H", "C", "C", "C", "H", "C", "C", "H", "H", "H", "H", "H", "H", "Mn", "C", "C", "C", "H", "H", "H", "H", "H", "H", "C", "C", "H", "H", "O", "N", "C", "H", "C", "C", "H", "C", "H", "C", "H", "C", "H", "C", "H", "H", "H", "F", "Te", "F", "F", "F", "F", "O"],
  "positions_angstrom": [[-2.542, -1.935, -1.273], [-2.566, -0.518, -1.084], [-1.284, -0.007, -1.448], [-3.430, 0.093, -0.854], [-0.472, -1.105, -1.845], [-1.235, -2.296, -1.719], [0.518, -1.043, -2.273], [-1.801, -1.563, 3.003], [-2.584, -0.917, 1.977], [-1.904, 0.337, 1.688], [-3.633, -1.110, 1.716], [-0.649, 0.345, 2.390], [-0.573, -0.863, 3.149], [-1.030, 1.035, -1.511], [-0.867, -3.280, -1.971], [-3.403, -2.588, -1.214], [0.286, -1.148, 3.754], [-2.306, 1.243, 1.240], [-2.126, -2.425, 3.582], [-1.103, -1.266, 0.346], [0.467, 1.340, 2.083], [1.608, 1.268, 3.115], [-0.134, 2.751, 1.993], [1.218, 1.504, 4.122], [2.401, 1.991, 2.870], [2.100, 0.280, 3.126], [-0.667, 3.004, 2.916], [-0.848, 2.892, 1.169], [0.647, 3.505, 1.861], [0.927, 0.915, 0.650], [2.279, 0.276, 0.467], [0.758, 1.687, -0.100], [0.293, 0.035, 0.330], [2.362, -0.934, 0.722], [3.200, 1.156, -0.190], [3.123, 0.932, -1.662], [4.148, 0.979, 0.156], [2.003, 1.699, -2.373], [1.566, 1.187, -3.609], [2.026, 0.281, -4.009], [0.584, 1.849, -4.349], [0.242, 1.431, -5.294], [0.038, 3.045, -3.877], [-0.737, 3.559, -4.450], [0.483, 3.578, -2.667], [0.078, 4.518, -2.290], [1.456, 2.905, -1.904], [1.824, 3.320, -0.962], [2.913, -0.150, -1.793], [4.091, 1.103, -2.187], [-1.060, -4.368, 3.096], [-1.050, -4.669, 1.212], [-2.794, -3.877, 1.147], [0.623, -5.559, 1.279], [-1.269, -5.082, -0.625], [-1.902, -6.327, 1.566], [-0.293, -3.009, 0.807]],
  "mulliken_charge": [-0.56, -1.25, -0.43, 0.48, 0.42, -1.38, 0.53, -0.74, -0.66, -1.01, 0.59, 0.11, -1.13, 0.48, 0.46, 0.43, 0.26, 0.38, 0.52, 0.27, 3.41, -2.31, -1.90, 0.39, 0.52, 0.42, 0.37, 0.33, 0.46, 5.01, -0.91, -1.12, -2.17, -0.58, -0.20, -0.88, 0.39, 1.04, -0.60, 0.33, -0.44, 0.37, -0.52, 0.36, -0.49, 0.37, -0.40, 0.33, 0.34, 0.44, -0.42, 1.95, -0.47, -0.43, -0.44, -0.40, -0.90],
  "homo_lumo_gap_ev": [5.3377, 6.3571],
  "total_energy_ev": -81006.1558,
  "charge": -1,
  "s2": 8.773,
  "multiplicity": 6
}